No. 1
A 23-piece molecular cluster, H46O23 overall. Source: the Open Molecules 2025 dataset; level of theory: ωB97M-V/def2-TZVPD.

Geometry (Å):
O (3.600444, -0.393243, -4.781008)
H (4.441576, 0.033663, -4.618317)
H (3.521986, -0.413306, -5.734773)
O (0.097396, 0.907824, 4.785945)
H (0.432458, 0.477135, 3.999516)
H (-0.842851, 0.995429, 4.629466)
O (1.441683, 0.215042, 2.217214)
H (1.868759, -0.641374, 2.197698)
H (0.705575, 0.129999, 1.611291)
O (1.541419, -4.163960, 2.433317)
H (1.426866, -4.981239, 2.918260)
H (0.764868, -4.104221, 1.876864)
O (-0.329624, 4.758337, 2.980848)
H (-0.941417, 4.028785, 2.882469)
H (0.327422, 4.438826, 3.599271)
O (1.622348, 5.357302, 0.988568)
H (0.990838, 5.231909, 1.696880)
H (2.025965, 4.497234, 0.871847)
O (0.152480, -0.404185, -0.163440)
H (-0.397241, 0.341846, -0.403177)
H (0.824931, -0.435272, -0.843948)
O (-2.447733, -5.383777, 1.120694)
H (-3.194950, -4.875089, 0.805844)
H (-1.759237, -4.734661, 1.265071)
O (2.370467, -3.052635, -4.971466)
H (2.941836, -3.211933, -5.722732)
H (2.685932, -2.228561, -4.600497)
O (1.745983, -2.916464, -1.874254)
H (2.156885, -2.984678, -2.736072)
H (0.844360, -3.205555, -2.014696)
O (-2.400641, 1.348776, 3.606368)
H (-2.661803, 1.806945, 2.807550)
H (-2.943088, 0.560215, 3.618996)
O (-3.830905, 1.944170, -3.340437)
H (-4.453693, 2.293916, -2.703229)
H (-3.108229, 1.608234, -2.810236)
O (-1.207232, 2.120715, 0.446355)
H (-1.926544, 1.498356, 0.339120)
H (-1.638073, 2.958968, 0.613485)
O (-3.599836, 0.500663, 0.106982)
H (-3.325817, -0.254995, 0.626703)
H (-4.155886, 0.131230, -0.578996)
O (-0.575107, 2.652175, -2.001323)
H (-0.946192, 2.349208, -1.172629)
H (-0.243449, 1.858025, -2.420346)
O (3.363638, -2.834515, 0.335448)
H (2.587154, -3.088472, 0.834256)
H (3.063303, -2.795191, -0.572564)
O (-0.320740, -3.200716, 0.560008)
H (0.066947, -2.334442, 0.435497)
H (-0.467429, -3.527812, -0.327530)
O (-3.914713, 3.208125, 2.055863)
H (-4.128368, 2.603011, 1.345645)
H (-4.762644, 3.537483, 2.353779)
O (-0.720088, -4.223729, -2.000349)
H (-0.570733, -5.168774, -2.028990)
H (-1.621263, -4.113874, -2.303750)
O (3.593023, 2.506334, -1.644810)
H (3.330507, 2.384598, -0.732391)
H (3.956098, 3.391527, -1.674013)
O (1.552382, 1.138464, -3.076328)
H (2.158215, 0.822417, -3.746641)
H (1.975509, 1.919349, -2.719387)
O (-2.999343, -1.328041, 2.075983)
H (-2.461510, -1.883878, 2.639901)
H (-3.899208, -1.594700, 2.264042)
O (2.799697, 2.833009, 1.124747)
H (3.594087, 2.863620, 1.657892)
H (2.222551, 2.226429, 1.588647)

Cartesian forces (eV/Å) of the 3 atoms listed first:
O -0.257 -0.102 0.080
H 0.298 0.118 0.256
H -0.101 0.085 -0.352

Frontier orbital gap (Eh): 0.33342
LUMO level (eV): -0.74
Spin multiplicity: 1
E_tot (Eh): -1758.13484

---

No. 2
A 3-piece molecular cluster, C33H67BF9IN3O14P2S2 overall at a distorted geometry. Source: the Open Molecules 2025 dataset; level of theory: ωB97M-V/def2-TZVPD.

Geometry (Å):
C (3.316008, -2.425211, -2.007694)
C (4.363543, -1.313006, -2.182945)
O (5.425895, -1.495199, -1.763820)
O (4.029012, -0.137788, -2.812026)
C (3.054447, 0.532431, -1.986765)
C (2.768017, 1.960972, -2.487011)
C (1.530116, 2.446666, -1.683259)
C (1.004036, 3.817980, -2.146538)
C (-0.016610, 4.373483, -1.114539)
C (-1.304356, 3.495392, -0.971690)
C (-1.489908, 3.019503, 0.519489)
C (-2.756369, 2.127034, 0.608944)
C (-2.681027, 0.691060, 1.173569)
I (-1.711687, 1.008771, 3.118647)
C (-1.712127, -0.388621, 0.543540)
S (0.075590, -0.120994, 0.350228)
N (-2.489757, -0.752183, -0.659795)
C (-1.816237, -1.414610, -1.817786)
C (-1.527670, -0.364036, -2.908140)
C (-1.002663, -0.980552, -4.225633)
F (0.106677, -0.383000, -4.635633)
F (-0.610948, -2.260088, -3.903267)
C (-2.078797, -1.159331, -5.334170)
F (-3.211516, -1.531018, -4.756824)
F (-1.710956, -2.167928, -6.100432)
S (-2.381991, 0.326192, -6.446299)
F (-2.949211, -0.650790, -7.573498)
F (-0.960122, 0.203599, -7.110160)
F (-1.885688, 1.344342, -5.327969)
F (-3.880256, 0.439294, -5.900215)
F (-2.681965, 1.562194, -7.376843)
C (-3.770741, -1.274175, -0.065530)
C (-3.603303, -2.772998, 0.328108)
C (-4.936713, -3.584498, 0.514311)
C (-5.123993, -4.730178, -0.508608)
O (-6.068530, -4.692689, -1.188085)
O (-4.213709, -5.723343, -0.603390)
P (-4.982320, -1.361744, -1.502015)
O (-4.786284, -0.300511, -2.510315)
C (-4.023969, -0.210512, 1.109277)
B (-5.353550, 0.673917, 0.789059)
O (-6.459403, 0.712841, 1.640867)
O (-5.429892, 1.485437, -0.323269)
P (-4.460712, -0.953561, 2.753375)
O (-3.428439, -1.844116, 3.293305)
O (-4.778683, 0.182418, 3.847553)
O (-5.831944, -1.840628, 2.653145)
H (2.621787, -2.086012, -1.219012)
H (3.800100, -3.336447, -1.656667)
H (2.720742, -2.581303, -2.917159)
H (2.105042, -0.026762, -2.073211)
H (3.384730, 0.548545, -0.934369)
H (2.529878, 1.846662, -3.554022)
H (3.623311, 2.625925, -2.323248)
H (0.742548, 1.708851, -1.900733)
H (1.747319, 2.382725, -0.606542)
H (0.550226, 3.696751, -3.142008)
H (1.863219, 4.493485, -2.263232)
H (-0.354310, 5.339306, -1.514239)
H (0.516136, 4.480935, -0.161140)
H (-1.189946, 2.568577, -1.561742)
H (-2.189437, 4.061674, -1.283148)
H (-1.676780, 3.945753, 1.080854)
H (-0.529806, 2.610288, 0.836562)
H (-3.524831, 2.692322, 1.156331)
H (-3.152066, 2.053206, -0.427297)
H (-1.748000, -1.148788, 1.339072)
H (0.593193, -0.092826, 1.600927)
H (-2.825223, 0.130067, -1.093883)
H (-2.389710, -2.226981, -2.279461)
H (-0.854392, -1.864820, -1.548506)
H (-0.723193, 0.296088, -2.547342)
H (-2.389113, 0.278745, -3.147963)
H (-2.998178, -2.898404, 1.236413)
H (-3.039349, -3.343302, -0.429291)
H (-5.846335, -2.990070, 0.586475)
H (-4.840335, -4.098588, 1.484228)
H (-3.312592, -5.383471, -0.705524)
H (-6.298115, -1.470115, -0.975656)
H (-4.720632, -2.610810, -2.123260)
H (-7.212630, 0.325585, 1.162945)
H (-6.321293, 1.408443, -0.701743)
H (-5.671707, 0.050891, 4.209683)
H (-5.769078, -2.414199, 3.440282)
C (-5.196667, 3.556437, 4.577323)
O (-3.899048, 4.098880, 4.733393)
C (-3.889435, 5.500860, 4.995833)
C (-3.503191, 5.792707, 6.435767)
N (-4.554947, 5.389863, 7.362270)
C (-4.147034, 5.359231, 8.767878)
C (-3.000349, 4.430877, 9.171856)
O (-3.304070, 3.046421, 9.093997)
C (-3.197193, 2.477642, 7.803670)
H (-5.088688, 2.557324, 4.157694)
H (-5.714994, 3.467634, 5.537180)
H (-5.799250, 4.156533, 3.888444)
H (-4.840761, 5.972755, 4.733620)
H (-3.121297, 5.932975, 4.346756)
H (-3.321072, 6.865523, 6.546947)
H (-2.563114, 5.262940, 6.632082)
H (-4.877023, 4.464742, 7.111488)
H (-5.028223, 5.067691, 9.344327)
H (-3.895203, 6.379215, 9.075786)
H (-2.793958, 4.622187, 10.227931)
H (-2.067266, 4.650920, 8.640262)
H (-2.395631, 2.933136, 7.215945)
H (-4.148578, 2.554333, 7.269877)
H (-2.978546, 1.415436, 7.922879)
C (11.116302, -2.217117, -0.952246)
O (9.820750, -2.787009, -0.916115)
C (8.939864, -2.297123, -1.923091)
C (8.684448, -3.344310, -2.994160)
N (9.868448, -3.572439, -3.816142)
C (9.797702, -4.762470, -4.664245)
C (9.614862, -6.125836, -3.994253)
O (10.731478, -6.570572, -3.243572)
C (10.831048, -6.035709, -1.935428)
H (11.620676, -2.479170, -0.022338)
H (11.708526, -2.613502, -1.782958)
H (11.069403, -1.126602, -1.021973)
H (9.295880, -1.359237, -2.359759)
H (7.989066, -2.085192, -1.427159)
H (7.865000, -3.005986, -3.635844)
H (8.364526, -4.259450, -2.481140)
H (10.674205, -3.666765, -3.212227)
H (10.728687, -4.797177, -5.235537)
H (8.989761, -4.619643, -5.390224)
H (9.495171, -6.860164, -4.795840)
H (8.698687, -6.185140, -3.394701)
H (9.851326, -5.870040, -1.480740)
H (11.406578, -5.107021, -1.943565)
H (11.380667, -6.750732, -1.322570)

Cartesian forces (eV/Å) of the 3 atoms listed first:
C -0.722 0.995 -0.090
C -2.737 -0.894 -0.967
O 3.789 -0.135 1.105

Frontier orbital gap (Eh): 0.23776
LUMO level (eV): -3.03
Spin multiplicity: 1
Net charge: +1
E_tot (Eh): -5215.35719

---

No. 3
C25H18F6IN2O4PS2Ti as an isolated structure at a distorted geometry. Source: the Open Molecules 2025 dataset; level of theory: ωB97M-V/def2-TZVPD.

Geometry (Å):
Ti (0.603042, 0.473849, -0.796068)
C (-4.614096, -0.779693, 2.599018)
C (-4.315792, -1.827262, 1.739617)
C (-3.019646, -2.000531, 1.274734)
C (-2.012205, -1.122176, 1.663906)
C (-2.324455, -0.058894, 2.513153)
C (-3.616818, 0.104949, 2.986397)
P (-0.295891, -1.218936, 1.083110)
C (0.625434, -2.100139, 2.369996)
C (0.071447, -2.461701, 3.592550)
C (0.843202, -3.133395, 4.531960)
C (2.166562, -3.438595, 4.256349)
C (2.725846, -3.068399, 3.038925)
C (1.962758, -2.395961, 2.100172)
C (-0.268691, -2.287294, -0.367819)
C (-0.547403, -3.648327, -0.473748)
C (-0.574227, -4.226568, -1.731244)
C (-0.323043, -3.446706, -2.859247)
C (-0.015421, -2.099560, -2.733153)
C (0.041446, -1.490336, -1.474676)
H (-5.625696, -0.647355, 2.960664)
H (-5.093816, -2.512805, 1.429074)
H (-2.794648, -2.815925, 0.599650)
H (-1.554629, 0.652187, 2.793547)
H (-3.847492, 0.931522, 3.645684)
H (-0.962871, -2.228843, 3.812460)
H (0.406280, -3.416886, 5.480767)
H (2.766528, -3.959588, 4.991260)
H (3.762129, -3.295641, 2.825290)
H (2.399914, -2.087852, 1.157669)
H (-0.740021, -4.243342, 0.412516)
H (-0.795413, -5.280685, -1.841140)
H (-0.353911, -3.905484, -3.840363)
H (0.208524, -1.531798, -3.631755)
F (-2.003413, 4.498280, -0.155042)
C (-0.719746, 4.383755, -0.487460)
F (-0.644386, 4.163612, -1.803830)
F (-0.091331, 5.516451, -0.206406)
S (0.057546, 3.005499, 0.463269)
O (-0.762067, 1.831049, 0.026156)
O (-0.067704, 3.359545, 1.834758)
N (1.423778, 2.872587, -0.242176)
S (2.915064, 2.551552, 0.499999)
O (2.807766, 2.494076, 1.951612)
O (1.990656, 0.168984, -0.028524)
C (3.640347, 4.246786, 0.181088)
F (3.553557, 4.568870, -1.115099)
F (3.082930, 5.213266, 0.898821)
F (4.938546, 4.169154, 0.499266)
I (3.450734, 0.652650, -3.150958)
C (1.616454, 1.444355, -3.678285)
C (1.491065, 2.185746, -4.846075)
C (0.235492, 2.621529, -5.224710)
C (-0.864770, 2.303539, -4.441501)
C (-0.650707, 1.589066, -3.283945)
N (0.566358, 1.173504, -2.900706)
H (2.366614, 2.402238, -5.439446)
H (0.115258, 3.201283, -6.130407)
H (-1.864038, 2.613777, -4.708161)
H (-1.470933, 1.337017, -2.621493)

Cartesian forces (eV/Å) of the 3 atoms listed first:
Ti 0.216 -0.718 1.218
C -0.002 -0.006 0.000
C 0.001 0.003 0.010

Frontier orbital gap (Eh): 0.29020
LUMO level (eV): -0.65
Spin multiplicity: 1
E_tot (Eh): -4258.06593

---

- Which value of frontier orbital gap does entry 2 give?
  0.23776 Eh

---

- Number 3 is which compound?
  C25H18F6IN2O4PS2Ti

---

- LUMO level of number 3 (C25H18F6IN2O4PS2Ti)?
  -0.65 eV

---

What did the third record say?
C25H18F6IN2O4PS2Ti as an isolated structure at a distorted geometry. Source: the Open Molecules 2025 dataset; level of theory: ωB97M-V/def2-TZVPD.

Geometry (Å):
Ti (0.603042, 0.473849, -0.796068)
C (-4.614096, -0.779693, 2.599018)
C (-4.315792, -1.827262, 1.739617)
C (-3.019646, -2.000531, 1.274734)
C (-2.012205, -1.122176, 1.663906)
C (-2.324455, -0.058894, 2.513153)
C (-3.616818, 0.104949, 2.986397)
P (-0.295891, -1.218936, 1.083110)
C (0.625434, -2.100139, 2.369996)
C (0.071447, -2.461701, 3.592550)
C (0.843202, -3.133395, 4.531960)
C (2.166562, -3.438595, 4.256349)
C (2.725846, -3.068399, 3.038925)
C (1.962758, -2.395961, 2.100172)
C (-0.268691, -2.287294, -0.367819)
C (-0.547403, -3.648327, -0.473748)
C (-0.574227, -4.226568, -1.731244)
C (-0.323043, -3.446706, -2.859247)
C (-0.015421, -2.099560, -2.733153)
C (0.041446, -1.490336, -1.474676)
H (-5.625696, -0.647355, 2.960664)
H (-5.093816, -2.512805, 1.429074)
H (-2.794648, -2.815925, 0.599650)
H (-1.554629, 0.652187, 2.793547)
H (-3.847492, 0.931522, 3.645684)
H (-0.962871, -2.228843, 3.812460)
H (0.406280, -3.416886, 5.480767)
H (2.766528, -3.959588, 4.991260)
H (3.762129, -3.295641, 2.825290)
H (2.399914, -2.087852, 1.157669)
H (-0.740021, -4.243342, 0.412516)
H (-0.795413, -5.280685, -1.841140)
H (-0.353911, -3.905484, -3.840363)
H (0.208524, -1.531798, -3.631755)
F (-2.003413, 4.498280, -0.155042)
C (-0.719746, 4.383755, -0.487460)
F (-0.644386, 4.163612, -1.803830)
F (-0.091331, 5.516451, -0.206406)
S (0.057546, 3.005499, 0.463269)
O (-0.762067, 1.831049, 0.026156)
O (-0.067704, 3.359545, 1.834758)
N (1.423778, 2.872587, -0.242176)
S (2.915064, 2.551552, 0.499999)
O (2.807766, 2.494076, 1.951612)
O (1.990656, 0.168984, -0.028524)
C (3.640347, 4.246786, 0.181088)
F (3.553557, 4.568870, -1.115099)
F (3.082930, 5.213266, 0.898821)
F (4.938546, 4.169154, 0.499266)
I (3.450734, 0.652650, -3.150958)
C (1.616454, 1.444355, -3.678285)
C (1.491065, 2.185746, -4.846075)
C (0.235492, 2.621529, -5.224710)
C (-0.864770, 2.303539, -4.441501)
C (-0.650707, 1.589066, -3.283945)
N (0.566358, 1.173504, -2.900706)
H (2.366614, 2.402238, -5.439446)
H (0.115258, 3.201283, -6.130407)
H (-1.864038, 2.613777, -4.708161)
H (-1.470933, 1.337017, -2.621493)

Cartesian forces (eV/Å) of the 3 atoms listed first:
Ti 0.216 -0.718 1.218
C -0.002 -0.006 0.000
C 0.001 0.003 0.010

Frontier orbital gap (Eh): 0.29020
LUMO level (eV): -0.65
Spin multiplicity: 1
E_tot (Eh): -4258.06593